Entry 1:
Molecular formula: C41H45BBrN8O3V
Method: DFT, the ωB97M-V functional and the def2-TZVPD basis

Last column: Mulliken charge in e.
Element x y z (Å)
V  0.75  -0.49  -0.70  1.136
C  -0.82  0.20  -5.81  -1.494
C  -0.02  0.48  -4.58  0.486
C  1.15  1.19  -4.44  -1.286
C  1.48  1.12  -3.07  0.461
N  0.54  0.39  -2.44  0.696
N  -0.37  0.01  -3.36  -0.169
B  -1.66  -0.75  -2.96  -1.730
N  -2.57  0.23  -2.14  1.125
N  -2.08  1.34  -1.56  -0.194
C  -3.11  2.08  -1.17  -0.244
C  -4.32  1.43  -1.50  -1.149
C  -3.93  0.26  -2.13  0.855
C  -4.79  -0.81  -2.70  -1.460
C  -2.88  3.34  -0.45  0.782
C  -1.63  3.95  -0.50  -0.151
C  -1.38  5.10  0.23  -0.717
C  -2.38  5.67  1.01  -0.444
C  -3.64  5.07  1.04  -0.725
C  -3.89  3.92  0.32  -0.656
N  -1.20  -2.02  -2.20  0.545
N  -0.02  -2.03  -1.48  1.619
C  0.39  -3.31  -1.34  0.110
C  -0.60  -4.14  -1.94  -1.502
C  -1.54  -3.31  -2.47  0.507
C  -2.78  -3.69  -3.22  -1.302
C  1.63  -3.65  -0.74  0.343
C  2.46  -2.52  -0.23  1.018
C  3.77  -2.95  0.31  -1.478
C  4.13  -4.25  0.39  -0.379
C  3.29  -5.30  -0.08  -1.058
C  2.08  -4.97  -0.64  -0.537
C  2.61  1.71  -2.36  0.784
C  2.72  1.63  -0.97  0.902
C  3.77  2.20  -0.28  -0.881
C  4.78  2.85  -0.99  -0.734
C  4.69  2.93  -2.37  -0.671
C  3.62  2.38  -3.05  -0.916
H  -0.33  0.64  -6.68  0.403
H  -1.82  0.62  -5.73  0.280
H  -0.92  -0.87  -5.97  0.252
H  1.70  1.70  -5.22  0.531
H  -2.28  -1.08  -3.92  -0.174
H  -5.33  1.77  -1.33  0.461
H  -5.82  -0.47  -2.76  0.440
H  -4.76  -1.71  -2.07  0.162
H  -4.45  -1.09  -3.70  0.267
H  -0.85  3.52  -1.12  0.541
H  -0.39  5.55  0.20  0.399
H  -2.18  6.56  1.59  0.391
H  -4.42  5.50  1.66  0.382
H  -4.86  3.44  0.38  0.315
H  -0.60  -5.22  -1.98  0.486
H  -2.80  -4.77  -3.34  0.447
H  -2.79  -3.23  -4.21  0.222
H  -3.67  -3.37  -2.69  0.048
H  2.58  -1.73  -1.04  0.004
H  4.41  -2.16  0.68  0.433
H  5.09  -4.51  0.82  0.365
H  3.61  -6.33  -0.01  0.367
H  1.44  -5.77  -1.01  0.262
H  1.96  1.13  -0.38  -0.278
H  3.80  2.13  0.80  0.336
H  5.62  3.28  -0.46  0.429
H  5.48  3.43  -2.93  0.387
H  3.58  2.46  -4.13  0.352
N  -1.88  -1.80  0.93  -0.062
C  -2.54  -1.22  2.09  -0.949
C  -2.36  0.30  2.13  -0.463
C  -0.91  0.78  2.26  -0.224
N  -0.07  0.74  1.05  0.759
H  -2.24  -1.39  0.08  -0.337
H  -2.02  -2.80  0.89  0.217
H  -2.10  -1.66  3.00  0.388
H  -3.62  -1.44  2.13  0.480
H  -2.91  0.67  3.00  0.486
H  -2.83  0.73  1.24  -0.123
H  -0.42  0.19  3.03  -0.370
H  -0.94  1.82  2.63  0.524
H  0.90  0.80  1.44  0.113
H  -0.24  1.57  0.51  -0.137
Br  1.42  -0.67  9.12  -0.254
C  1.75  0.03  7.37  0.131
C  2.32  1.28  7.24  -0.425
C  2.52  1.80  5.96  -0.412
C  2.19  1.06  4.84  -0.194
C  1.64  -0.21  5.00  0.342
C  1.40  -0.73  6.27  -0.541
C  2.38  1.66  3.43  0.080
O  2.61  2.87  3.38  -0.781
O  2.29  0.84  2.47  -0.488
H  2.60  1.85  8.12  0.414
H  2.95  2.78  5.83  0.469
H  1.42  -0.79  4.12  0.257
H  0.96  -1.71  6.39  0.442
C  1.29  -2.45  1.89  -0.479
O  1.69  -1.72  0.75  -0.208
H  2.13  -2.55  2.58  0.118
H  0.94  -3.45  1.61  0.474
H  0.47  -1.90  2.35  -0.250

Output
- <S²> = 3.761
- multiplicity = 4
- HOMO (spin up / spin down) (eV) = -3.552 / -3.616
- total charge = -1
- orbital gap (spin up / spin down) (eV) = 5.73 / 5.79

=====

Entry 2:
Molecular formula: C6H10N3S
Method: DFT, the ωB97M-V functional and the def2-TZVPD basis

Last column: natural (NBO) charge in e.
Element x y z (Å)
C  -1.70  1.25  0.47  0.087
C  -0.08  -0.18  -0.27  0.491
C  1.95  0.91  -0.16  -0.400
C  0.78  1.90  -0.11  -0.207
C  1.29  -0.47  -0.53  -0.441
C  -2.57  -2.03  -0.27  -0.430
N  -2.42  0.22  0.34  -0.124
N  -1.86  -0.81  -0.14  -0.099
N  -0.39  1.04  0.05  -0.322
S  1.94  -1.78  0.64  0.056
H  -2.17  2.13  0.93  0.259
H  2.73  1.05  -0.86  0.259
H  2.34  0.69  0.86  0.245
H  0.90  2.65  0.80  0.250
H  0.67  2.41  -0.96  0.226
H  1.48  -0.82  -1.59  0.296
H  -2.14  -2.89  0.29  0.235
H  -3.51  -1.79  0.15  0.252
H  -2.85  -2.38  -1.21  0.233
H  1.36  -1.41  1.79  0.133

Output
- multiplicity = 1
- HOMO (spin up / spin down) (eV) = -13.241 / -13.241
- total charge = +1
- orbital gap (spin up / spin down) (eV) = 8.96 / 8.96

=====

Entry 3:
Molecular formula: C4H31NO10
Method: DFT, the ωB97M-V functional and the def2-TZVPD basis

Last column: natural (NBO) charge in e.
Element x y z (Å)
C  2.18  2.16  2.65  -0.622
C  1.68  0.75  2.24  -0.253
N  1.10  0.86  0.90  -0.674
C  2.02  0.20  -0.09  -0.225
C  2.19  -1.35  0.00  -0.664
H  2.33  2.70  1.72  0.229
H  3.10  2.14  3.25  0.206
H  1.49  2.68  3.31  0.202
H  2.45  -0.04  2.37  0.182
H  1.07  0.24  3.00  0.187
H  0.14  0.57  0.77  0.378
H  1.50  0.43  -1.04  0.179
H  2.89  0.85  -0.15  0.208
H  3.13  -1.67  0.45  0.212
H  1.43  -1.83  0.61  0.199
H  2.03  -1.74  -1.02  0.236
O  -2.87  -1.12  -2.20  -0.988
H  -3.05  -1.63  -3.01  0.510
H  -3.19  -1.49  -1.38  0.504
O  1.07  -3.06  2.78  -0.953
H  1.70  -2.49  2.34  0.473
H  0.32  -3.26  2.19  0.486
O  0.42  3.83  -0.86  -0.996
H  0.35  2.89  -0.66  0.501
H  -0.11  4.51  -0.44  0.492
O  -3.43  -0.28  1.12  -0.972
H  -3.01  0.24  1.83  0.489
H  -4.07  -0.73  1.69  0.465
O  -0.88  -1.56  0.79  -0.969
H  -0.28  -1.12  1.38  0.467
H  -1.18  -0.95  0.12  0.492
O  2.07  -0.17  -3.91  -0.941
H  1.49  -0.58  -3.26  0.467
H  2.34  0.71  -3.64  0.478
O  -0.08  -3.04  -2.13  -0.936
H  -0.01  -3.45  -1.27  0.474
H  -0.28  -2.10  -1.92  0.465
O  0.15  2.08  -3.49  -0.959
H  0.17  1.94  -2.54  0.479
H  0.43  2.96  -3.75  0.481
O  -2.64  0.28  3.62  -0.950
H  -2.23  -0.51  4.00  0.488
H  -1.94  0.95  3.72  0.481
O  -1.41  0.78  -0.91  -1.004
H  -2.12  1.39  -0.74  0.493
H  -1.76  0.06  -1.48  0.506

Output
- multiplicity = 1
- HOMO (eV) = -9.269
- SMILES = CCNCC.O.O.O.O.O.O.O.O.O.O
- orbital gap (eV) = 9.23

=====

Entry 4:
Molecular formula: C3H9N2O2P
Method: DFT, the ωB97M-V functional and the def2-TZVPD basis

Last column: natural (NBO) charge in e.
Element x y z (Å)
H  -1.08  1.21  1.87  0.339
N  -0.42  1.00  1.14  -0.662
C  -0.68  1.77  0.18  0.117
C  0.20  1.73  -0.89  -0.272
C  -0.16  2.50  -1.94  -0.304
H  -1.53  2.50  0.14  0.166
H  1.12  1.23  -0.75  0.234
H  0.52  2.70  -2.75  0.196
H  -1.15  2.99  -2.10  0.198
N  -0.06  -3.32  0.21  -1.187
P  0.02  -1.62  0.39  1.437
O  0.09  -1.58  2.01  -1.014
O  1.69  -1.54  0.09  -0.986
H  0.68  -3.84  0.55  0.380
H  -0.94  -3.74  0.40  0.377
H  -0.03  -0.60  2.28  0.510
H  1.75  -1.40  -0.83  0.471

Output
- multiplicity = 1
- HOMO (eV) = -8.574
- SMILES = [H]/N=C/C=C.NP(O)O
- orbital gap (eV) = 8.82

=====

Entry 5:
Molecular formula: C5H16O3PS
Method: DFT, the ωB97M-V functional and the def2-TZVPD basis

Last column: natural (NBO) charge in e.
Element x y z (Å)
C  0.38  -1.27  -0.36  -0.856
S  1.11  -3.03  -0.52  1.615
O  0.21  -4.05  0.22  -0.990
O  2.60  -3.06  0.01  -0.989
P  1.03  -3.45  -2.66  0.320
H  1.06  -0.61  -1.08  0.243
H  0.36  -0.89  0.75  0.231
H  -0.69  -1.35  -0.86  0.238
H  0.19  -2.28  -2.88  -0.207
H  -0.19  -4.18  -2.37  -0.146
H  1.84  -4.62  -2.42  -0.143
H  2.17  -2.58  -2.84  -0.156
H  0.92  -3.71  -4.09  -0.161
C  -1.81  3.13  1.43  -0.432
C  -0.68  3.13  2.43  -0.430
C  0.14  1.94  1.97  -0.070
O  -0.04  1.84  0.55  -0.527
C  -1.12  2.70  0.16  -0.067
H  -2.31  4.10  1.33  0.210
H  -2.56  2.38  1.72  0.202
H  -0.10  4.05  2.32  0.195
H  -1.01  3.04  3.46  0.213
H  -0.22  1.01  2.42  0.171
H  1.20  2.06  2.20  0.187
H  -0.69  3.55  -0.37  0.160
H  -1.78  2.16  -0.53  0.189

Output
- multiplicity = 1
- HOMO (eV) = -3.726
- total charge = -1
- orbital gap (eV) = 6.44

=====

Entry 6:
Molecular formula: C35H25BrCuN8OS
Method: DFT, the ωB97M-V functional and the def2-TZVPD basis

Last column: Mulliken charge in e.
Element x y z (Å)
Cu  1.58  -0.16  -1.70  -0.853
Br  -9.63  -2.97  4.85  -0.187
C  -7.97  -2.50  4.08  0.084
C  -7.44  -1.26  4.25  -0.355
C  -6.23  -0.92  3.65  -0.500
C  -5.63  -1.86  2.80  0.182
C  -6.21  -3.10  2.60  -0.194
C  -7.40  -3.41  3.23  -0.505
N  -4.44  -1.48  2.17  -0.333
N  -3.78  -2.43  1.71  -0.157
C  -2.59  -2.10  0.98  -0.189
C  -1.72  -3.16  0.95  -0.230
C  -0.45  -3.11  0.39  -0.973
C  -0.06  -1.98  -0.32  0.748
O  1.06  -1.84  -0.92  -0.461
C  -1.02  -0.86  -0.35  0.513
N  -0.58  0.26  -0.98  0.156
C  -1.27  1.35  -0.91  -0.303
C  -2.49  1.43  -0.24  -1.003
C  -3.00  0.33  0.38  -0.685
C  -2.27  -0.88  0.34  0.286
H  -7.96  -0.57  4.90  0.373
H  -5.84  0.08  3.76  0.399
H  -5.69  -3.80  2.01  0.465
H  -7.84  -4.38  3.01  0.382
H  -2.08  -4.08  1.40  0.487
H  0.21  -3.97  0.37  0.444
H  -0.89  2.25  -1.38  0.320
H  -3.01  2.36  -0.24  0.462
H  -3.92  0.34  0.93  0.644
N  6.28  7.56  2.92  -0.494
C  5.96  6.63  2.33  -0.112
C  5.40  5.48  1.67  0.658
C  5.91  5.02  0.48  -0.772
C  5.32  3.93  -0.14  -0.108
C  4.16  3.36  0.37  -1.023
C  3.60  3.88  1.52  0.041
C  4.21  4.91  2.20  -0.887
C  3.44  2.21  -0.34  0.035
C  2.70  2.60  -1.47  0.676
C  2.48  3.92  -2.00  -0.434
C  1.68  3.77  -3.13  -1.175
C  1.40  2.38  -3.24  -0.187
N  2.00  1.69  -2.28  0.440
C  3.56  0.97  0.23  1.243
C  4.31  0.65  1.40  -0.703
C  4.04  -0.66  1.67  -1.204
C  3.10  -1.12  0.70  -0.511
N  2.84  -0.14  -0.15  0.385
H  6.82  5.49  0.06  0.392
H  5.64  3.49  -1.07  0.516
H  2.69  3.44  1.95  0.433
H  3.78  5.32  3.11  0.431
H  2.99  4.80  -1.62  0.508
H  1.26  4.53  -3.78  0.401
H  0.83  1.88  -4.02  0.419
H  4.98  1.28  1.92  0.572
H  4.49  -1.29  2.42  0.419
H  2.64  -2.07  0.66  0.670
C  1.45  -4.34  -3.28  -0.929
N  0.30  -3.46  -3.36  0.262
C  -1.01  -3.90  -3.19  -0.368
C  -1.77  -2.82  -3.31  -0.710
N  -0.95  -1.75  -3.58  0.232
C  0.33  -2.15  -3.59  0.176
S  1.63  -1.11  -3.94  -0.443
H  1.60  -4.79  -2.31  0.312
H  2.32  -3.68  -3.46  0.297
H  1.46  -5.09  -4.05  0.356
H  -1.21  -4.94  -3.11  0.539
H  -2.83  -2.68  -3.19  0.445
H  -1.25  -0.82  -3.73  0.189

Output
- <S²> = 0.753
- multiplicity = 2
- HOMO (spin up / spin down) (eV) = -7.495 / -7.470
- orbital gap (spin up / spin down) (eV) = 6.82 / 6.81